1.
A 13-piece molecular cluster, C19H58F6N15O21S2 overall, computed with ωB97M-V/def2-TZVPD.

Values from the calculation:
- Energy above the lowest of the compared OMol25 structures with the same formula, charge and spin: 0.0 kcal per mole
- Electronic energy: -4556.02424 hartree
- Net charge: -1

Positions of all 121 atoms, in Å:
C 8.193 -23.482 1.879
F 6.923 -23.578 1.498
F 8.537 -24.618 2.466
F 8.992 -23.256 0.842
S 8.421 -22.122 3.132
O 7.222 -22.216 3.928
O 9.613 -22.438 3.859
N 8.447 -20.738 2.197
S 9.674 -19.891 2.827
O 9.489 -19.599 4.222
O 10.967 -20.365 2.427
C 9.462 -18.230 1.979
F 9.806 -18.308 0.704
F 8.206 -17.786 2.082
F 10.248 -17.351 2.600
C 8.754 -21.895 7.666
O 8.072 -22.114 8.665
N 9.170 -20.626 7.362
N 9.206 -22.859 6.821
H 9.656 -20.392 6.513
H 8.959 -19.922 8.041
H 9.775 -22.580 6.042
H 8.826 -23.782 6.874
C 5.454 -17.866 3.716
O 6.010 -16.799 3.963
N 5.185 -18.828 4.660
N 4.906 -18.178 2.496
H 4.840 -19.684 4.237
H 5.835 -18.803 5.428
H 4.289 -18.966 2.367
H 5.255 -17.748 1.660
C 8.858 -15.719 5.796
O 9.892 -15.981 6.406
N 8.740 -15.739 4.440
N 7.729 -15.270 6.436
H 7.813 -15.764 4.039
H 9.519 -16.136 3.950
H 7.757 -14.977 7.392
H 6.874 -15.127 5.929
C 6.282 -16.706 -1.573
O 7.125 -16.864 -2.435
N 6.453 -16.987 -0.241
N 5.001 -16.333 -1.903
H 5.866 -16.488 0.402
H 7.350 -17.358 0.016
H 4.241 -16.209 -1.260
H 4.833 -16.058 -2.852
C 8.871 -27.200 6.848
O 9.837 -27.700 6.305
N 8.754 -27.118 8.214
N 7.868 -26.573 6.158
H 8.061 -26.604 8.724
H 9.522 -27.472 8.754
H 7.135 -26.063 6.615
H 7.673 -26.844 5.213
C 11.855 -22.017 -0.955
O 11.177 -23.024 -1.129
N 13.225 -22.104 -0.923
N 11.369 -20.753 -0.867
H 13.807 -21.296 -0.787
H 13.667 -22.879 -1.382
H 10.390 -20.547 -0.745
H 11.943 -19.954 -1.063
C 12.506 -18.819 6.052
O 13.385 -19.551 5.611
N 12.224 -18.765 7.403
N 11.827 -17.884 5.327
H 11.730 -17.990 7.805
H 12.817 -19.349 7.961
H 11.028 -17.501 5.825
H 12.051 -17.680 4.376
C 3.077 -22.082 1.497
C 2.993 -22.102 2.998
O 3.919 -21.216 3.654
O 2.845 -20.775 0.976
H 2.299 -22.746 1.110
H 4.061 -22.372 1.123
H 3.109 -23.122 3.370
H 2.057 -21.678 3.366
H 4.707 -21.732 3.881
H 3.651 -20.468 0.534
C 4.284 -23.330 7.042
C 4.424 -24.784 6.672
O 5.299 -24.997 5.562
O 3.301 -22.768 6.165
H 5.240 -22.842 6.847
H 3.975 -23.202 8.080
H 3.422 -25.195 6.508
H 4.921 -25.369 7.451
H 4.980 -24.491 4.806
H 3.416 -21.815 6.104
C 8.537 -25.876 -1.663
C 7.909 -26.188 -0.317
O 8.379 -27.426 0.196
O 9.836 -25.316 -1.505
H 7.910 -25.161 -2.219
H 8.682 -26.764 -2.272
H 6.823 -26.254 -0.457
H 8.050 -25.376 0.400
H 9.279 -27.265 0.501
H 9.832 -24.471 -1.030
C 14.117 -22.197 2.813
C 12.880 -22.342 3.658
O 11.808 -22.877 2.834
O 13.932 -21.168 1.867
H 14.397 -23.150 2.355
H 14.931 -21.854 3.455
H 12.488 -21.428 4.100
H 13.070 -23.076 4.451
H 11.181 -22.147 2.779
H 13.124 -21.287 1.361
C 7.306 -21.177 -1.131
C 6.067 -20.295 -1.076
O 5.470 -20.237 0.206
O 8.410 -20.425 -0.587
H 7.568 -21.406 -2.166
H 7.212 -22.135 -0.617
H 5.380 -20.751 -1.799
H 6.373 -19.332 -1.487
H 6.195 -20.081 0.831
H 8.439 -20.639 0.378

=====

2.
A 9-piece molecular cluster, C19H60FO11P2 overall, computed with ωB97M-V/def2-TZVPD.

Values from the calculation:
- Electronic energy: -2370.03789 hartree
- Net charge: -1

Positions of all 93 atoms, in Å:
O 1.106 -1.574 5.254
P 0.147 -1.918 4.162
O -0.706 -3.216 4.714
O -1.019 -0.770 4.030
P 1.064 -2.514 2.141
C 2.379 -1.139 2.354
C 1.805 0.274 2.603
C 2.326 0.888 3.885
F 1.374 1.771 4.434
H -0.105 -3.696 5.304
H -0.789 -0.107 4.708
H 1.952 -3.435 2.894
H 0.060 -3.571 2.073
H 0.183 -1.606 1.406
H 1.666 -2.986 0.890
H 3.101 -1.381 3.122
H 2.940 -1.120 1.426
H 0.720 0.317 2.559
H 2.160 0.906 1.795
H 2.578 0.145 4.618
H 3.237 1.430 3.655
C -2.404 -1.857 -1.767
C -1.175 -1.171 -1.195
O -0.064 -2.050 -1.144
H -2.666 -2.728 -1.167
H -3.260 -1.181 -1.795
H -2.209 -2.212 -2.784
H -1.361 -0.837 -0.176
H -0.911 -0.296 -1.800
H 0.119 -2.340 -2.046
C 7.324 -0.261 4.542
C 6.091 0.565 4.865
O 4.914 -0.222 4.768
H 7.245 -0.684 3.541
H 8.230 0.346 4.597
H 7.422 -1.097 5.238
H 5.985 1.387 4.156
H 6.162 0.991 5.873
H 4.987 -0.949 5.396
C -0.224 0.188 -5.825
C -0.266 -0.305 -4.391
O 0.423 -1.548 -4.240
H -0.668 -0.550 -6.494
H -0.765 1.129 -5.933
H 0.810 0.341 -6.150
H -1.293 -0.476 -4.076
H 0.181 0.432 -3.717
H 1.340 -1.412 -4.497
C -0.707 0.961 8.616
C -1.437 0.610 7.332
O -1.276 1.634 6.350
H -1.081 1.904 9.021
H -0.837 0.179 9.368
H 0.361 1.086 8.427
H -2.505 0.501 7.518
H -1.061 -0.334 6.927
H -0.332 1.725 6.166
C -4.654 -1.181 -5.431
C -4.710 -2.462 -4.616
O -5.242 -2.231 -3.319
H -4.047 -0.434 -4.919
H -4.229 -1.361 -6.421
H -5.655 -0.759 -5.555
H -3.710 -2.868 -4.479
H -5.319 -3.215 -5.131
H -6.133 -1.874 -3.415
C -9.518 0.222 -1.196
C -8.580 -0.789 -1.831
O -7.276 -0.247 -2.025
H -9.590 1.115 -1.817
H -10.517 -0.197 -1.065
H -9.144 0.533 -0.218
H -8.947 -1.084 -2.813
H -8.508 -1.687 -1.208
H -6.928 0.004 -1.163
C 7.070 1.592 0.992
C 8.151 2.399 1.686
O 9.348 1.634 1.829
H 6.855 0.684 1.554
H 6.151 2.170 0.893
H 7.397 1.285 -0.005
H 7.831 2.687 2.686
H 8.374 3.312 1.122
H 9.641 1.384 0.947
C -0.752 4.463 -8.905
C -0.881 3.033 -8.414
O -1.787 2.933 -7.319
H -0.413 5.112 -8.097
H -0.044 4.533 -9.732
H -1.718 4.844 -9.244
H 0.079 2.663 -8.058
H -1.221 2.379 -9.225
H -2.648 3.243 -7.618

=====

3.
A 9-piece molecular cluster, C19H61O24P5 overall, computed with ωB97M-V/def2-TZVPD.

Values from the calculation:
- Energy above the lowest of the compared OMol25 structures with the same formula, charge and spin: 12.9 kcal per mole
- SMILES: COP(=O)(OC)OC.COP(=O)(OC)OC.COP(=O)(OC)OC.COP(=O)(OC)OC.COP(=O)(OC)OC.CO.CO.CO.CO
- Electronic energy: -4273.43458 hartree

Positions of all 109 atoms, in Å:
C 5.642 7.254 -31.004
O 5.467 6.085 -30.202
P 4.769 6.195 -28.790
O 4.421 4.966 -28.074
O 5.734 7.222 -28.019
C 5.393 7.773 -26.760
O 3.467 7.123 -29.060
C 2.336 6.448 -29.594
H 5.171 8.137 -30.569
H 5.250 7.094 -32.005
H 6.705 7.496 -31.045
H 5.874 7.215 -25.957
H 4.319 7.701 -26.560
H 5.630 8.836 -26.777
H 2.503 5.423 -29.932
H 1.915 6.997 -30.437
H 1.580 6.370 -28.809
C 5.031 11.976 -26.139
O 4.206 12.323 -25.026
P 3.525 13.785 -25.027
O 2.570 14.016 -23.936
O 2.933 13.989 -26.498
C 1.602 13.520 -26.812
O 4.761 14.790 -25.028
C 5.802 14.635 -24.060
H 5.721 12.766 -26.443
H 4.341 11.810 -26.970
H 5.619 11.085 -25.943
H 1.107 13.069 -25.955
H 1.666 12.748 -27.578
H 1.112 14.419 -27.172
H 6.179 15.623 -23.820
H 6.605 14.034 -24.490
H 5.441 14.112 -23.175
C 4.497 13.864 -29.427
O 5.777 13.284 -29.673
P 6.274 12.799 -31.108
O 7.713 12.491 -31.096
O 5.825 13.934 -32.160
C 6.221 15.281 -31.838
O 5.348 11.550 -31.500
C 5.513 11.027 -32.822
H 4.012 14.176 -30.351
H 4.594 14.682 -28.714
H 3.843 13.146 -28.929
H 5.372 15.842 -31.448
H 6.531 15.736 -32.778
H 7.062 15.314 -31.145
H 5.463 9.942 -32.722
H 6.500 11.242 -33.237
H 4.729 11.359 -33.500
C 10.708 6.333 -23.282
O 10.792 6.707 -24.662
P 10.207 5.719 -25.799
O 10.152 4.317 -25.367
O 8.790 6.378 -26.168
C 8.759 7.502 -27.045
O 11.108 6.048 -27.087
C 12.522 6.046 -26.957
H 10.452 5.284 -23.151
H 10.080 7.046 -22.756
H 11.724 6.411 -22.886
H 8.028 8.218 -26.666
H 8.486 7.193 -28.051
H 9.700 8.045 -27.090
H 12.967 5.134 -27.352
H 12.851 6.128 -25.918
H 12.952 6.908 -27.465
C 11.375 12.606 -28.496
O 12.702 12.124 -28.661
P 13.541 11.496 -27.464
O 13.668 12.343 -26.278
O 12.869 10.072 -27.214
C 11.652 9.989 -26.491
O 14.891 11.081 -28.222
C 15.831 10.299 -27.520
H 11.217 13.567 -28.988
H 11.080 12.720 -27.452
H 10.710 11.903 -29.001
H 10.851 9.804 -27.210
H 11.424 10.881 -25.904
H 11.646 9.169 -25.771
H 15.588 10.105 -26.473
H 16.778 10.843 -27.447
H 16.107 9.356 -27.992
C 8.004 10.763 -28.551
O 8.392 10.264 -29.809
H 7.510 11.733 -28.611
H 7.345 10.056 -28.043
H 8.875 10.905 -27.908
H 8.347 10.963 -30.504
C 8.271 14.882 -28.149
O 9.380 15.781 -28.083
H 8.490 14.220 -28.994
H 8.135 14.371 -27.197
H 7.351 15.389 -28.445
H 9.976 15.508 -27.385
C 11.687 8.898 -30.025
O 10.415 8.316 -29.784
H 12.422 8.350 -29.438
H 11.935 8.840 -31.090
H 11.631 9.943 -29.714
H 9.695 8.964 -29.749
C 9.155 12.634 -24.628
O 8.358 11.946 -25.589
H 9.436 13.601 -25.043
H 8.575 12.768 -23.709
H 10.078 12.101 -24.382
H 8.191 11.075 -25.212

=====

We obtain Kohn-Sham gap values of 0.321; 0.199; 0.357 Eh for the records listed above, in that order.
We obtain strongest force on any atom values of 2.2; 1.8; 2.0 eV/A for the records listed above, in that order.